No. 1
Density functional theory data (the ωB97M-V functional and the def2-TZVPD basis) for the molecule C9H17Cl2N3O2 in a non-equilibrium geometry.

For the LUMO energy, the calculation gives -0.3096 eV. As for the SMILES: C[C@H](Cl)[C@H](C)NC(=O)N(N=O)[C@H](C)[C@H](C)Cl. The energy above the lowest of the compared OMol25 structures with the same formula, charge and spin is 0.00 kJ/mol. As for the charge: 0.

```
33
Properties=species:S:1:pos:R:3:mulliken_charge:R:1
Cl 2.748 -3.161 -2.669 -0.2076
Cl -2.082 3.925 0.372 -0.2056
O 0.968 -2.024 1.598 -0.4991
O 0.837 1.164 -1.601 -0.6565
N -0.129 1.664 0.277 -0.0802
N 0.795 -0.868 1.233 0.0432
N 0.699 -0.635 -0.123 0.7574
C 2.351 -2.313 -1.086 0.1255
C 0.465 0.690 -0.534 0.2904
C -1.162 1.475 1.266 0.2588
C 3.474 -1.304 -0.858 -1.2905
C -0.229 -2.625 -1.239 -1.4250
C -3.123 1.517 -0.320 -1.2782
C 0.954 -1.634 -1.172 -0.2785
C -0.711 2.065 2.628 -1.6319
C -2.463 2.213 0.890 0.0335
H -2.447 1.574 -1.167 0.2951
H 0.009 -3.436 -1.925 0.4076
H 0.938 -1.144 -2.139 0.3850
H -1.167 -2.119 -1.529 0.3357
H -1.509 2.054 3.358 0.4209
H -0.178 2.487 -0.258 0.2962
H 0.104 1.452 3.054 0.3752
H -3.389 0.450 -0.094 0.3077
H 3.548 -0.566 -1.717 0.2801
H -4.069 1.988 -0.555 0.4003
H 4.438 -1.782 -0.806 0.4334
H -0.429 -3.056 -0.263 0.3252
H 3.370 -0.754 0.104 0.2989
H -0.390 3.112 2.503 0.3200
H 2.406 -3.056 -0.326 0.3898
H -3.197 2.223 1.690 0.4300
H -1.431 0.423 1.406 0.3430
```

***

No. 2
Density functional theory data (the ωB97M-V functional and the def2-TZVPD basis) for a structure of composition C42H105CrLiN7O4P in a non-equilibrium geometry.

The spin multiplicity is 4. For the LUMO energy (spin up / spin down), the calculation gives -5.5217 / -5.2060 eV. The energy above the lowest of the compared OMol25 structures with the same formula, charge and spin is 453.90 kJ/mol. As for the charge: +1.

```
161
Properties=species:S:1:pos:R:3:mulliken_charge:R:1
Cr 3.021 3.075 -0.236 -0.3550
P 1.179 1.612 -0.151 2.5102
O 1.277 2.908 -0.990 -0.7902
O 0.300 0.406 -0.269 0.4034
O 2.562 1.261 -0.684 -0.1596
O 1.917 2.233 1.087 -1.1614
N -4.950 -0.163 -1.450 0.1633
N -2.775 -4.509 2.305 -0.0383
N -1.700 4.716 -4.555 0.2072
N 5.585 1.251 2.833 0.1562
N -1.293 1.521 4.569 0.1619
N 1.355 -0.857 -3.345 1.2021
N 2.794 -2.246 -0.189 1.4297
C -5.527 0.283 -3.819 -1.5521
C -3.771 -2.217 2.838 -0.0879
C -5.912 -1.222 -1.192 -0.1852
C -1.870 -4.101 1.203 0.2889
C 1.524 -4.385 -0.555 -0.2506
C -3.505 4.394 -6.212 -1.5281
C -3.612 1.267 3.454 -0.7083
C 6.313 0.593 1.701 -0.0095
C -0.932 -5.635 3.570 -1.2273
C -2.844 0.957 -0.621 -0.0361
C 7.087 -0.693 2.082 -1.2223
C 3.469 0.942 4.244 -1.6754
C -0.916 4.152 -3.437 -0.6519
C -0.076 -0.930 -3.383 -0.6819
C -3.987 -3.682 2.427 -1.5231
C -0.834 7.035 -3.950 -1.4275
C -1.232 3.003 4.715 -0.4509
C -0.403 -0.377 3.297 1.0465
C 4.153 -1.700 -0.036 1.0207
C -2.576 -4.139 -0.148 -1.2015
C 2.031 -1.920 1.076 0.2415
C -2.017 -4.553 3.579 0.0170
C -1.642 4.109 -2.092 -0.3616
C -0.561 1.137 3.354 -0.6972
C 7.659 2.302 3.645 -1.4994
C 1.557 -1.995 -5.629 -1.5604
C 6.403 1.569 4.023 -0.3357
C -3.809 -0.226 -0.549 1.0320
C -6.669 -0.952 0.123 -1.1391
C -0.666 -2.141 -2.736 -0.5984
C 0.102 3.559 5.236 -1.2259
C -2.878 3.913 -4.921 -0.1931
C 4.445 0.379 3.213 1.2111
C 3.212 0.870 -3.777 -1.3384
C 2.884 -3.644 -0.504 -1.1479
C -4.453 -0.231 -2.850 0.3150
C 1.689 0.533 -3.745 -0.2210
C 5.027 -1.826 -1.289 -1.4957
C -2.004 6.156 -4.350 -0.3095
C -2.660 0.967 4.624 -0.9758
C 1.970 -1.920 -4.121 -0.7080
C 2.504 -2.600 2.346 -1.5160
Li 1.621 -0.556 -1.213 0.3671
H -4.148 -0.298 0.485 -0.2027
H 2.547 0.365 4.319 0.2382
H -2.735 6.202 -3.543 0.3586
H -3.078 -3.197 -0.366 -0.2678
H 3.667 0.525 -2.849 -0.0491
H -3.647 3.876 -4.150 0.3138
H 3.957 1.033 5.214 0.4412
H -2.653 -0.090 4.890 0.4501
H 5.433 -2.823 -1.461 0.5117
H 0.198 3.195 6.258 0.3359
H 1.950 -0.848 1.257 -0.0302
H 3.549 -4.092 0.235 0.5220
H 3.432 -3.739 -1.442 0.3922
H 3.214 1.979 4.025 0.3661
H -3.276 0.803 2.526 -0.0890
H -2.865 4.244 -7.082 0.3332
H -1.576 -3.574 3.765 -0.0796
H 2.447 -3.678 2.195 0.4320
H -0.130 -5.179 2.989 0.0875
H -3.251 -1.159 -0.632 -0.8767
H -6.692 -1.235 -1.953 0.3137
H 2.008 -1.184 -6.202 0.3097
H 4.520 -1.381 -2.145 0.0500
H 3.057 -1.850 -4.096 0.3964
H 7.440 3.159 3.008 0.3220
H 0.000 -0.686 2.333 -0.8636
H -3.887 5.414 -6.175 0.4169
H -1.033 -4.795 1.128 0.5991
H 1.969 -2.879 -6.116 0.4671
H -4.633 0.897 3.554 0.4825
H -2.546 2.896 -5.129 0.1765
H -1.127 8.065 -4.154 0.4224
H -7.467 -1.677 0.288 0.4682
H 0.033 6.750 -4.546 0.3367
H -4.440 3.849 -6.346 0.4331
H 6.424 -1.519 2.339 0.2223
H -1.424 -3.121 1.373 -0.0821
H -0.403 -2.157 -1.678 -0.3200
H -4.644 -4.119 3.179 0.5104
H 5.904 2.314 4.643 0.4340
H -1.852 -4.365 -0.931 0.3676
H 3.461 -2.146 2.605 -0.0956
H -1.904 5.111 -1.751 0.2648
H -4.155 -1.250 -3.097 0.0957
H -3.234 -1.692 2.048 -0.1438
H 7.720 -0.993 1.247 0.4529
H 3.703 0.338 -4.592 0.4017
H -0.485 3.174 -3.651 0.1629
H 1.254 0.735 -4.724 0.7311
H 4.024 -0.627 0.108 -1.1928
H -0.492 -3.137 -3.143 0.6324
H -5.474 -2.220 -1.215 0.1939
H -1.351 3.380 3.699 0.2727
H -3.337 1.929 -0.633 0.3566
H -2.105 0.878 -1.418 -0.2287
H -0.460 -0.047 -2.873 0.0626
H -0.524 6.906 -2.913 0.2468
H 1.624 -5.432 -0.841 0.5788
H -2.029 3.364 5.365 0.5299
H -2.231 0.833 0.271 -0.4741
H -5.225 0.213 -4.864 0.4053
H -7.301 -0.065 0.081 0.3546
H -2.386 6.554 -5.290 0.4390
H -2.721 -4.813 4.369 0.4964
H -2.509 3.519 -2.391 0.0073
H -1.356 -0.885 3.442 -0.7765
H 6.646 0.667 4.583 0.3647
H -3.262 -4.986 -0.167 0.5399
H -6.049 -0.965 1.019 0.0246
H -4.586 -3.859 1.534 0.4077
H -1.261 -6.610 3.209 0.3189
H 1.252 1.291 -3.095 -0.3779
H 0.982 -2.163 0.907 0.2887
H 4.795 -0.616 3.487 0.4379
H -3.643 2.320 3.173 0.3657
H -0.033 4.775 -3.292 0.2178
H -0.481 -5.695 4.560 0.4428
H 8.398 1.716 3.097 0.3051
H 1.777 -2.892 -3.668 0.2662
H 3.837 0.239 2.320 -1.0502
H 0.396 1.645 3.231 0.3968
H -5.790 1.321 -3.616 0.3490
H 0.922 -3.977 -1.367 -0.1282
H 1.811 -2.460 3.175 0.3089
H 0.503 -2.088 -5.890 0.2883
H -3.582 0.409 -2.998 -0.0132
H 0.984 3.396 4.616 0.1347
H 0.977 -4.228 0.375 -0.4122
H 7.767 -0.551 2.922 0.3714
H -0.363 -0.870 -4.433 0.6046
H 7.027 1.292 1.267 0.4642
H 4.642 -2.113 0.847 0.5874
H 0.248 -0.670 4.122 0.3279
H 5.577 0.377 0.926 -0.4056
H -3.193 -2.153 3.760 0.3155
H 0.069 4.646 5.306 0.4343
H 8.229 2.635 4.512 0.4141
H -1.754 -2.080 -2.709 0.0696
H 3.379 1.940 -3.906 0.3899
H -1.187 3.489 -1.320 0.0607
H -1.074 1.309 2.409 0.1422
H -6.460 -0.258 -3.658 0.3890
H -3.078 1.389 5.538 0.4946
H 5.937 -1.243 -1.149 0.4005
H -4.670 -1.615 2.977 0.5130
```

***

No. 3
Density functional theory data (the ωB97M-V functional and the def2-TZVPD basis) for a cluster of 2 separate species, C13H19BN2O3S in total in a non-equilibrium geometry.

For the LUMO energy, the calculation gives 3.7867 eV. As for the charge: -2.

```
39
Properties=species:S:1:pos:R:3:mulliken_charge:R:1
S 4.295 1.979 -1.321 -0.0497
O 0.083 -5.860 -0.981 -0.7919
O -0.191 -3.070 2.141 -0.5505
O -2.567 -3.504 -1.239 -0.8251
N 2.622 2.027 -1.744 -0.6836
N 4.316 0.918 0.053 -0.7475
C 0.815 -0.751 1.242 0.5238
C -1.312 4.096 -1.554 -0.3413
C -1.146 -5.460 -1.301 -0.4133
C 1.919 1.149 -0.834 0.3203
C -0.596 1.555 -1.892 -0.9380
C -0.641 5.016 -0.403 -0.9298
C -1.510 2.591 -1.018 -0.5907
C 0.397 0.848 -0.840 0.3798
C -1.325 -3.890 -0.946 0.6669
C 0.433 -1.136 3.959 -0.9667
C 2.358 -0.449 1.264 -0.8554
C -0.181 -0.126 0.214 -0.5137
C 2.947 0.519 0.198 0.6298
B 0.313 -1.762 2.435 0.4198
H -2.596 2.282 -1.214 0.2644
H -1.231 0.721 -2.356 0.3607
H -1.003 -3.787 0.106 -0.3344
H 0.144 -3.748 2.763 0.2576
H -0.536 -0.560 4.137 0.2797
H -0.501 -3.374 -1.478 0.0750
H 3.012 -0.953 2.059 0.2377
H -1.443 -5.552 -2.364 0.2075
H -1.988 -5.973 -0.794 0.1846
H -0.624 4.121 -2.462 0.2457
H -0.529 4.455 0.588 0.2854
H -2.306 4.572 -1.861 0.3438
H 0.430 5.282 -0.733 0.2157
H 1.292 -0.363 3.951 0.2645
H -1.273 -0.426 0.307 0.1977
H 0.059 2.093 -2.652 0.3748
H 0.675 -1.921 4.749 0.2083
H -1.319 2.485 0.105 0.3447
H -1.294 5.957 -0.280 0.2435
```

***

No. 4
Density functional theory data (the ωB97M-V functional and the def2-TZVPD basis) for a cluster of 2 separate species, C2HF3O2 in total in a non-equilibrium geometry.

For the LUMO energy, the calculation gives 0.3933 eV. The energy above the lowest of the compared OMol25 structures with the same formula, charge and spin is 288.65 kJ/mol. As for the charge: 0.

```
8
Properties=species:S:1:pos:R:3:mulliken_charge:R:1
F 0.230 -2.570 -0.768 -0.1076
F 1.014 -1.635 0.830 -0.1061
F -1.741 1.880 -0.669 -0.2009
O -0.136 1.613 0.895 -0.3682
O -0.393 0.047 -0.720 -0.3927
C -0.685 1.096 -0.195 0.6939
C 1.074 -1.615 -0.455 0.1521
H 0.638 1.183 1.083 0.3296
```

***

No. 5
Density functional theory data (the ωB97M-V functional and the def2-TZVPD basis) for a cluster of 3 separate species, C15H23N4O2 in total in a non-equilibrium geometry.

For the LUMO energy, the calculation gives -3.1901 eV. As for the charge: +1.

```
44
Properties=species:S:1:pos:R:3:mulliken_charge:R:1
O 0.783 1.527 1.315 -0.4228
O -2.130 1.817 2.272 -0.3030
N -3.172 1.235 1.632 0.3400
N 5.175 -0.937 0.724 -0.0042
N -2.477 0.290 -2.930 0.0944
N -4.590 0.455 0.235 -0.0075
C -0.326 1.915 0.553 -0.2195
C 5.700 -2.953 1.473 -0.4063
C -5.010 0.055 1.489 -0.4247
C -1.427 1.118 -3.247 -0.4255
C 5.635 -1.645 -0.354 -0.4886
C -3.479 1.171 0.356 -0.1839
C -0.623 0.452 -4.129 -0.5299
C 5.966 -2.901 0.078 -0.4019
C -1.203 -0.827 -4.353 -0.5423
C 1.200 0.194 0.985 0.0812
C 5.216 -1.727 1.843 -0.4748
C -4.125 0.563 2.364 -0.4113
C -2.342 -0.900 -3.600 -0.3566
C 0.444 -0.796 1.908 -0.9966
C -1.345 2.674 1.421 -0.5774
H 4.859 0.014 0.699 0.2131
H 0.242 -0.257 2.840 0.2589
H -0.070 2.594 -0.279 0.2689
H 6.357 -3.695 -0.536 0.3910
H 1.089 -1.647 2.148 0.4261
H -1.347 2.105 -2.820 0.4210
H -5.869 -0.550 1.736 0.3988
H 4.898 -1.349 2.800 0.3879
H -4.096 0.506 3.442 0.4409
H 5.848 -3.795 2.129 0.4096
H -0.747 3.287 2.106 0.4182
H 5.686 -1.195 -1.331 0.3795
H -3.226 0.519 -2.311 0.1458
H -3.066 -1.689 -3.483 0.3786
H -2.910 1.591 -0.459 0.4843
H -0.483 -1.114 1.418 0.2187
H -1.947 3.387 0.842 0.3635
H 1.061 -0.042 -0.079 0.3037
H -0.825 -1.605 -4.995 0.4096
H 2.275 0.083 1.162 -0.0336
H 0.283 0.836 -4.567 0.4263
H -5.066 0.208 -0.620 0.2249
H -0.817 1.027 0.122 0.3253
```

***

No. 6
Density functional theory data (the ωB97M-V functional and the def2-TZVPD basis) for the ion C13H30NS with charge +1 in a non-equilibrium geometry.

For the LUMO energy, the calculation gives -3.4452 eV. As for the charge: +1.

```
45
Properties=species:S:1:pos:R:3:mulliken_charge:R:1
S 2.982 -3.208 0.683 0.1177
N 0.230 -3.431 0.104 -0.5129
C 3.153 -0.513 -0.175 -0.8138
C 0.142 -0.244 -2.437 0.2354
C -1.315 2.578 0.353 -0.4699
C -2.011 0.881 -1.505 -0.2811
C 1.511 0.380 -2.020 -0.3424
C 2.448 -0.792 -1.546 -0.0866
C -1.706 2.063 2.909 -0.4259
C -2.953 1.415 3.631 -1.0162
C 2.681 -1.427 0.989 -0.2892
C -1.517 1.488 1.464 0.1136
C 1.533 -4.008 -0.160 -0.5345
C -0.935 0.869 -2.665 -0.9956
C -2.218 2.292 -0.882 -1.0591
H -0.832 1.723 3.500 0.2817
H -3.594 2.189 4.078 0.2769
H -1.476 3.606 0.724 0.4548
H 2.905 0.521 0.132 0.4091
H -0.610 0.849 1.471 -0.4920
H 3.248 -0.854 -2.310 0.3187
H -2.012 3.027 -1.685 0.3989
H 1.909 0.907 -2.899 0.2689
H -1.763 0.096 -0.770 0.1950
H 0.085 -2.681 -0.563 0.2489
H -1.468 0.729 -3.622 0.4309
H 1.511 -5.060 0.189 0.4250
H -2.961 0.572 -1.984 0.2910
H 0.120 -3.114 1.057 0.2925
H 1.730 -4.060 -1.243 0.4066
H -2.383 0.859 1.181 0.3212
H -2.603 0.679 4.375 0.2469
H 0.202 -0.836 -3.369 0.3513
H -3.269 2.421 -0.557 0.3684
H 1.642 -1.221 1.308 0.0899
H -0.180 -0.942 -1.639 -0.5219
H -0.255 2.527 0.024 0.1193
H -0.460 1.868 -2.719 0.4712
H 3.301 -1.167 1.871 0.4419
H 3.009 -3.791 1.933 0.2775
H 4.247 -0.551 -0.311 0.3583
H 1.312 1.109 -1.215 -0.0555
H 1.916 -1.759 -1.574 -0.0345
H -3.576 0.845 2.918 0.3386
H -1.720 3.162 2.954 0.3811
```

***

No. 7
Density functional theory data (the ωB97M-V functional and the def2-TZVPD basis) for a structure of composition C6H10O.

For the LUMO energy, the calculation gives 1.0941 eV. The energy above the lowest of the compared OMol25 structures with the same formula, charge and spin is 402.64 kJ/mol. As for the charge: 0.

```
17
Properties=species:S:1:pos:R:3:mulliken_charge:R:1
O -1.796 -0.395 -0.965 -0.4209
C -0.220 1.350 -0.116 -0.5060
C -1.398 -1.444 -0.067 -0.5170
C -1.524 0.658 0.054 -0.1616
C -0.757 -0.424 0.840 -0.2120
C 0.457 0.218 0.202 0.2597
C 1.611 -0.542 -0.374 -1.2386
H 2.116 -1.214 0.327 0.2988
H 2.121 2.166 -0.094 0.0756
H -0.794 -0.441 1.929 0.4279
H 2.079 1.772 0.530 -0.0294
H -2.265 -1.950 0.373 0.2702
H -0.721 -2.187 -0.507 0.2719
H 1.156 -1.171 -1.155 0.3057
H 0.048 2.365 -0.391 0.3237
H 2.349 0.078 -0.885 0.4183
H -2.460 1.160 0.300 0.4339
```

***

No. 8
Density functional theory data (the ωB97M-V functional and the def2-TZVPD basis) for the molecule C2H5N3O in a non-equilibrium geometry.

For the LUMO energy, the calculation gives 0.8132 eV. As for the SMILES: [H]/N=C\N(N)C=O. The energy above the lowest of the compared OMol25 structures with the same formula, charge and spin is 184.91 kJ/mol. As for the charge: 0.

```
11
Properties=species:S:1:pos:R:3:mulliken_charge:R:1
O 1.921 1.234 0.178 -0.5353
N 0.982 -1.297 0.017 -0.7187
N -2.187 0.383 -0.042 -0.6266
N 0.146 -0.159 0.021 0.3012
C -1.224 -0.412 0.006 0.1921
C 0.728 1.069 0.142 0.0624
H -1.430 -1.477 0.021 0.3954
H 1.173 -1.583 -0.943 0.2393
H 1.869 -1.019 0.437 0.2851
H -0.003 1.887 0.226 0.1982
H -1.975 1.376 -0.063 0.2070
```